Computed, not measured: a structure of composition C37H45Ge2N9O2Se2Ti, with the ωB97M-V functional and the def2-TZVPD basis.

Each line ends with the Mulliken spin population.
Positions of all 98 atoms, in Å:
1 Ti -0.592 0.074 1.035  0.138
2 Se -2.903 -1.254 3.660  0.003
3 Se -2.093 3.158 3.621  0.005
4 C -1.065 1.752 4.338  -0.001
5 C -0.789 1.775 5.728  -0.001
6 C -0.010 0.806 6.308  -0.001
7 C 0.506 -0.216 5.511  0.003
8 C 0.179 -0.195 4.175  0.000
9 N -0.572 0.746 3.584  -0.004
10 C -3.574 -0.081 2.379  0.000
11 C -4.934 0.332 2.467  0.000
12 C -5.457 1.244 1.596  0.001
13 C -4.627 1.797 0.611  -0.002
14 C -3.321 1.387 0.584  0.001
15 N -2.795 0.468 1.418  -0.012
16 H -1.211 2.579 6.312  0.001
17 H 0.191 0.834 7.375  0.000
18 H 1.114 -1.017 5.912  0.000
19 H 0.526 -1.000 3.534  0.022
20 H -5.526 -0.102 3.259  0.000
21 H -6.498 1.546 1.681  0.000
22 H -4.977 2.535 -0.099  0.000
23 H -2.640 1.756 -0.160  -0.001
24 N 2.893 -0.548 -0.659  0.010
25 N 3.313 -1.341 0.431  0.024
26 C 2.339 -1.927 1.224  0.130
27 N 2.812 -2.744 2.214  0.038
28 N 1.109 -1.645 0.944  -0.069
29 N 0.057 -2.292 1.536  0.376
30 O 0.166 -3.342 2.255  0.293
31 O -1.074 -1.939 0.942  0.149
32 H 2.004 -0.108 -0.432  -0.028
33 H 2.685 -1.192 -1.410  0.004
34 H 4.037 -0.886 0.961  0.008
35 H 3.616 -3.283 1.933  0.006
36 H 2.051 -3.274 2.622  -0.001
37 C -0.610 0.207 -0.886  -0.004
38 Ge -0.922 -1.254 -2.066  -0.024
39 C -0.675 -0.566 -3.922  0.000
40 C -1.453 -0.978 -5.004  0.000
41 C -1.237 -0.482 -6.286  0.000
42 C -0.226 0.442 -6.514  0.000
43 C 0.560 0.869 -5.451  0.000
44 C 0.331 0.372 -4.173  -0.001
45 C -2.689 -2.120 -2.038  0.002
46 C -3.741 -1.546 -1.326  0.008
47 C -4.995 -2.145 -1.293  0.000
48 C -5.218 -3.328 -1.984  0.001
49 C -4.179 -3.917 -2.695  0.000
50 C -2.925 -3.318 -2.714  -0.002
51 C 0.327 -2.804 -2.022  -0.012
52 C 1.442 -2.856 -2.859  0.001
53 C 2.367 -3.894 -2.778  0.000
54 C 2.184 -4.912 -1.854  0.002
55 C 1.067 -4.890 -1.026  0.004
56 C 0.148 -3.853 -1.116  0.022
57 H -0.409 1.118 -1.451  -0.002
58 H -2.253 -1.695 -4.843  0.000
59 H -1.863 -0.816 -7.106  0.000
60 H -0.054 0.831 -7.511  0.000
61 H 1.349 1.594 -5.615  0.000
62 H 0.944 0.723 -3.348  0.001
63 H -3.570 -0.636 -0.763  -0.005
64 H -5.785 -1.691 -0.708  0.000
65 H -6.193 -3.803 -1.953  0.000
66 H -4.341 -4.851 -3.222  0.000
67 H -2.112 -3.804 -3.248  0.000
68 H 1.602 -2.067 -3.590  0.001
69 H 3.229 -3.900 -3.436  0.000
70 H 2.906 -5.718 -1.777  0.000
71 H 0.913 -5.675 -0.295  0.000
72 H -0.708 -3.843 -0.450  -0.012
73 C 4.399 4.063 1.785  0.043
74 Ge 3.716 2.506 0.777  -0.025
75 C 3.020 3.062 -0.968  0.006
76 C 5.330 1.399 0.537  0.026
77 C 2.388 1.470 1.746  0.740
78 H 5.217 4.537 1.234  -0.004
79 H 4.786 3.730 2.751  -0.005
80 H 3.626 4.810 1.963  -0.002
81 H 3.838 3.182 -1.684  0.000
82 H 2.475 4.004 -0.889  -0.002
83 H 2.333 2.302 -1.343  0.000
84 H 6.161 2.019 0.188  0.001
85 H 5.141 0.618 -0.198  0.000
86 H 5.631 0.955 1.491  -0.001
87 H 2.766 0.711 2.432  -0.014
88 C 0.865 4.302 1.681  -0.001
89 N 0.217 3.420 0.723  0.089
90 C -0.882 4.056 0.019  -0.007
91 C 0.143 2.095 0.928  0.069
92 N 1.070 1.339 1.457  -0.007
93 H 0.100 4.737 2.331  0.007
94 H 1.414 5.096 1.161  -0.002
95 H 1.549 3.734 2.308  0.011
96 H -1.723 4.232 0.700  0.001
97 H -1.200 3.417 -0.800  0.004
98 H -0.532 5.006 -0.395  0.000

Force components x, y, z for each atom (eV/Å):
0.13 0.78 -0.45
-0.45 -0.34 -0.17
0.01 0.06 -0.16
0.26 -0.13 -0.08
0.07 -0.13 -0.03
-0.09 0.09 0.01
0.02 -0.05 -0.09
0.02 0.20 0.00
0.09 0.16 0.11
0.15 0.16 0.47
-0.03 -0.04 -0.16
-0.03 -0.05 0.09
0.04 0.10 -0.03
-0.24 -0.11 0.08
0.46 -0.04 -0.27
-0.02 0.03 0.01
0.01 0.00 0.00
0.00 0.01 0.00
-0.01 0.00 0.03
-0.02 -0.02 0.00
0.04 0.00 -0.01
-0.01 -0.02 0.02
0.14 0.12 -0.14
0.23 0.08 -0.02
0.00 -0.07 -0.13
-0.13 0.02 -0.15
0.09 0.09 -0.02
-0.23 0.12 0.39
0.24 -0.79 0.36
0.01 0.38 -0.45
-0.13 0.06 0.19
-0.20 0.12 0.03
-0.05 -0.13 -0.17
0.14 0.08 0.11
-0.01 -0.01 0.01
-0.20 -0.19 0.13
0.09 -0.17 0.30
0.01 -0.01 0.01
0.00 -0.03 -0.02
-0.02 -0.01 -0.01
0.01 0.00 0.02
0.01 0.00 0.03
-0.01 -0.01 0.00
0.00 -0.01 0.00
-0.01 0.02 0.04
0.00 -0.02 0.03
0.01 -0.01 -0.02
0.03 0.01 0.00
0.00 0.01 0.01
0.01 0.00 -0.01
0.04 0.02 0.01
0.03 0.00 -0.01
-0.02 0.03 0.00
-0.03 0.01 0.01
0.02 -0.01 0.00
-0.02 0.03 -0.01
-0.04 0.03 -0.03
0.02 0.03 0.00
0.01 0.01 0.01
0.00 0.00 0.00
-0.01 -0.01 0.00
-0.02 0.00 -0.03
-0.01 -0.06 -0.06
0.00 0.00 0.00
0.00 0.00 0.00
0.00 0.01 0.00
-0.03 0.02 0.02
-0.01 -0.03 0.02
0.00 -0.01 0.01
0.00 0.00 -0.01
0.00 0.02 -0.01
0.02 0.00 -0.01
-0.03 0.06 -0.01
-0.12 0.01 -0.03
0.05 0.08 -0.04
0.05 0.03 0.04
0.06 -0.01 0.08
-0.02 -0.04 0.00
-0.02 0.01 -0.03
0.04 -0.04 0.01
-0.03 -0.01 0.03
0.01 -0.03 0.01
0.02 0.00 0.03
-0.05 -0.01 0.02
0.00 -0.01 0.02
-0.02 -0.02 -0.05
-0.05 -0.01 -0.01
0.10 -0.02 -0.02
-0.05 0.12 0.04
-0.04 -0.11 0.12
-0.17 -0.34 -0.03
-0.04 -0.04 0.02
-0.01 0.01 0.02
0.02 -0.02 0.01
-0.03 0.03 -0.01
-0.01 0.02 0.00
-0.05 -0.05 -0.01
-0.01 0.01 0.02

Computed properties:
HOMO level (alpha / beta) ... -1.026 / -1.031 eV
LUMO energy (alpha / beta) ... 4.1837 / 4.1800 eV
Total charge ... -2
ΔE to the lowest compared entry with this formula, charge and spin ... 0.0 kJ/mol
DFT total energy ... -323440.57328 eV
Gap between HOMO and LUMO (alpha / beta) ... 5.21 / 5.21 eV
Expectation value of S² ... 2.024
2S+1 ... 3


Computed, not measured: a cluster of 2 separate species, C8H10N2O3 in total, with the ωB97M-V functional and the def2-TZVPD basis.

Each line ends with the Löwdin charge.
Positions of all 23 atoms, in Å:
1 C -0.181 -2.518 1.288  -0.096
2 C 1.080 -2.510 0.559  -0.086
3 C -1.132 -1.784 0.710  -0.087
4 C 1.445 -1.754 -0.521  -0.015
5 C 0.253 1.498 1.615  -0.341
6 C -0.892 -0.850 -0.464  -0.118
7 C 0.479 -0.814 -0.989  -0.208
8 C -1.280 3.248 0.633  -0.120
9 N -0.347 2.438 1.257  0.067
10 N 0.726 0.216 -1.782  -0.225
11 O 1.086 0.748 1.999  0.116
12 O 2.079 0.338 -2.384  0.090
13 O 0.009 1.173 -2.083  -0.029
14 H -0.209 -3.113 2.230  0.120
15 H 1.896 -3.125 1.077  0.125
16 H -2.097 -1.561 1.208  0.116
17 H 2.450 -1.903 -0.924  0.118
18 H -1.673 -1.199 -1.303  0.181
19 H -1.190 0.138 -0.186  0.086
20 H -1.182 4.253 0.981  0.066
21 H -0.986 3.286 -0.495  0.103
22 H -2.326 2.744 0.472  0.120
23 H 1.990 1.052 -2.896  0.017

Force components x, y, z for each atom (eV/Å):
0.36 0.12 -0.72
2.60 -0.87 0.77
-0.88 1.28 1.24
0.02 -1.42 1.24
2.11 -0.15 0.46
-2.10 -2.17 -1.06
0.68 1.44 -1.43
-1.34 -1.26 -4.39
-0.45 -0.21 0.59
2.08 -0.46 -0.23
-0.91 -0.38 -0.10
-0.47 -5.75 4.48
-0.95 0.15 -0.01
-0.45 0.69 -0.99
-1.11 0.75 -1.20
0.50 -0.62 -0.37
-0.50 0.52 -0.01
1.61 0.94 1.39
-0.42 0.75 0.11
-0.76 0.51 0.50
-0.21 0.17 1.69
1.61 1.30 1.22
-1.01 4.68 -3.16

Computed properties:
HOMO level ... -7.753 eV
Structure (SMILES) ... [O-]/[N+](O)=C1/C=CC=CC1.CN=C=O
LUMO energy ... 0.0568 eV
ΔE to the lowest compared entry with this formula, charge and spin ... 592.0 kJ/mol
DFT total energy ... -17575.42896 eV
Gap between HOMO and LUMO ... 7.81 eV


What is the DFT total energy in the first record?
-323440.57328 eV


Among the records above, which one has the lowest ΔE to the lowest compared entry with this formula, charge and spin?
C37H45Ge2N9O2Se2Ti


ΔE to the lowest compared entry with this formula, charge and spin of number 1 (C37H45Ge2N9O2Se2Ti)?
0.0 kJ/mol


ΔE to the lowest compared entry with this formula, charge and spin of number 2 (C8H10N2O3)?
592.0 kJ/mol